1.
10
Properties=species:S:1:pos:R:3:nbo_charge:R:1 method="wB97M-V/def2-TZVPD" total_charge=0 e_tot_ev=-22220.1650 e_above_lowest_kcal_mol=32.8 fmax_ha_per_bohr=0.0953 lumo_ev=0.4791
C -0.993 -0.981 -0.034 0.24
C 0.024 -0.087 -0.423 -0.87
N -1.876 -1.719 0.125 -0.31
P -0.118 1.687 0.228 0.37
P 1.791 -0.673 -0.083 0.38
H 0.058 0.020 -1.711 0.29
H -0.870 2.107 -0.753 -0.04
H -1.211 1.343 1.083 0.00
H 1.895 0.079 1.127 -0.02
H 1.301 -1.778 0.441 -0.03



2.
20
Properties=species:S:1:pos:R:3:nbo_charge:R:1 method="wB97M-V/def2-TZVPD" total_charge=0 e_tot_ev=-11418.1486 e_above_lowest_kcal_mol=24.6 fmax_ha_per_bohr=0.0290 lumo_ev=0.7068
N -1.230 1.429 -0.058 -0.81
C -0.972 0.800 -1.386 -0.23
C 0.481 1.040 -1.864 -0.23
N 0.990 -0.154 -2.511 -0.83
H -0.418 0.619 0.830 0.49
H -0.914 2.393 -0.050 0.38
H -2.228 1.451 0.115 0.39
H -1.199 -0.259 -1.338 0.22
H -1.618 1.235 -2.154 0.18
H 0.509 1.834 -2.615 0.19
H 1.083 1.315 -0.981 0.17
H 1.934 0.061 -2.817 0.35
H 1.033 -0.903 -1.826 0.38
O 0.510 -1.819 0.584 -0.67
C 0.348 -1.166 1.606 0.80
O 0.097 0.104 1.675 -0.74
C 0.386 -1.866 2.952 -0.72
H 0.657 -1.150 3.729 0.22
H -0.588 -2.316 3.169 0.23
H 1.138 -2.649 2.941 0.23



3.
7
Properties=species:S:1:pos:R:3:nbo_charge:R:1 method="wB97M-V/def2-TZVPD" total_charge=0 e_tot_ev=-15476.0791 s2=2.006 e_above_lowest_kcal_mol=12.4 fmax_ha_per_bohr=0.0453 lumo_ev="0.7055 / -2.8617" multiplicity=3
O 0.631 -1.243 0.171 -1.02
O -1.641 0.465 -0.228 -0.60
O 0.880 1.035 0.435 -0.98
P 0.448 0.099 -0.755 1.15
H 0.285 -2.083 -0.228 0.51
H -1.713 1.369 -0.468 0.43
H 1.110 0.358 1.074 0.51